Molecular formula: C42H106N6O10
Method: DFT, ωB97M-V/def2-TZVPD

XYZ file:
```
164
Properties=species:S:1:pos:R:3:forces:R:3:lowdin_charge:R:1
C 2.910511 3.989311 -1.108490 0.453 0.520 -0.047 -0.03
C 2.537543 3.873248 -2.610906 -0.186 0.394 1.042 -0.52
C 2.918230 2.485813 -3.125327 2.034 1.037 0.670 -0.02
C 1.022729 3.920137 -2.597267 -0.773 1.243 -0.231 -0.17
C 0.443922 4.367519 -3.942077 0.630 -1.067 0.215 -0.16
C 1.118723 5.650363 -4.438056 0.082 -0.988 0.159 -0.12
C 2.658655 5.497442 -4.581003 -0.862 0.437 -0.442 -0.55
C 2.965059 4.645252 -5.845858 1.370 -1.245 1.490 -0.02
C 3.161764 6.921493 -4.798567 0.318 0.301 0.198 -0.05
N 3.118921 5.048751 -3.283778 1.578 -1.078 0.569 -0.05
O 4.528515 4.637871 -3.374516 0.135 1.051 -0.120 -0.05
H 2.111783 3.402183 -0.628744 0.866 -0.083 0.547 0.06
H 3.968138 3.720913 -0.829560 -1.157 -0.235 -0.346 0.10
H 2.786040 5.046858 -0.795760 -0.096 -0.540 -0.186 0.09
H 3.999810 2.433721 -3.347322 -0.639 0.093 -0.480 0.10
H 2.855265 1.876870 -2.251406 -0.617 -0.984 0.412 0.06
H 2.284226 2.181183 -3.914753 -0.431 -0.636 -0.844 0.06
H 0.690737 2.933272 -2.383929 -0.347 -1.128 0.039 0.09
H 0.601826 4.461712 -1.736528 0.342 0.604 -0.367 0.11
H 0.558701 3.460819 -4.558929 0.362 0.637 -0.604 0.11
H -0.620741 4.414420 -3.865488 -0.833 0.596 0.118 0.09
H 0.929826 6.419022 -3.686585 -0.072 0.167 -0.114 0.12
H 0.743537 5.974142 -5.411319 -0.154 0.053 0.166 0.12
H 2.704867 3.586098 -5.649723 0.031 0.500 -0.149 0.07
H 4.062599 4.621735 -6.111309 -1.207 0.343 0.216 0.10
H 2.348342 4.980129 -6.648832 -0.189 0.355 -0.743 0.07
H 2.665003 7.249071 -5.717514 -0.049 0.533 0.293 0.08
H 4.226795 6.926580 -5.042705 0.059 0.017 0.258 0.08
H 2.970065 7.591631 -3.899917 0.080 -0.813 -1.263 0.11
H 5.056882 5.246049 -2.818557 -0.799 -0.185 -0.388 0.11
C 4.868658 -4.207384 2.074512 -0.176 -0.113 -0.654 -0.02
C 5.694649 -3.470931 1.009447 0.304 1.856 2.056 -0.55
C 7.168678 -3.741147 1.255801 1.070 -0.246 0.227 -0.05
C 5.382332 -3.844551 -0.372238 -0.946 -1.329 -1.113 -0.17
C 3.999354 -3.394695 -0.838371 -0.154 -0.471 -0.835 -0.16
C 3.879187 -1.865851 -0.704900 0.996 0.022 -1.337 -0.11
C 4.191007 -1.354184 0.710966 0.524 -1.175 -0.418 -0.54
C 4.424727 0.116627 0.683320 0.361 1.595 0.517 -0.06
C 3.002701 -1.548799 1.675135 1.494 -0.841 -0.124 -0.01
N 5.516981 -1.956279 1.086159 -0.458 -0.330 1.491 -0.02
O 5.720986 -1.542361 2.526663 0.290 -0.450 -1.861 -0.06
H 3.867854 -4.361891 1.681401 -0.295 -0.008 0.258 0.06
H 5.289463 -5.207281 2.209963 0.034 0.116 0.269 0.09
H 4.824249 -3.641422 3.012799 0.141 -0.309 -0.264 0.09
H 7.392151 -3.778281 2.342450 -0.007 0.279 -0.634 0.09
H 7.467063 -4.740039 0.850334 -0.332 0.696 0.234 0.09
H 7.790655 -2.968815 0.744671 -0.374 -0.543 0.452 0.10
H 6.059917 -3.388370 -1.052507 1.031 0.502 -0.471 0.11
H 5.598559 -4.939068 -0.433422 -0.659 0.578 -0.264 0.14
H 3.847745 -3.751535 -1.900920 0.101 0.620 1.034 0.11
H 3.246704 -3.900513 -0.250043 -0.439 -0.104 0.167 0.07
H 2.919524 -1.461864 -1.055700 -0.055 -0.320 0.286 0.11
H 4.622309 -1.438504 -1.458004 -0.609 -0.268 1.076 0.14
H 3.760953 0.660236 0.008953 0.037 -0.199 -0.335 0.07
H 5.476419 0.339999 0.452777 -0.410 0.085 -0.097 0.10
H 4.173657 0.533894 1.670982 0.451 0.007 -0.177 0.09
H 2.608348 -2.583716 1.625138 -0.169 0.864 0.197 0.07
H 2.371025 -0.760567 1.323541 -1.267 -0.026 0.091 0.05
H 3.377900 -1.261678 2.671113 -0.430 -0.447 -0.217 0.09
H 6.532995 -1.040353 2.385893 -0.065 0.020 0.396 0.09
C 0.478623 -1.500525 -3.774016 2.799 1.395 0.767 -0.12
O 0.699115 -2.737780 -3.171427 -0.435 -0.290 0.422 -0.20
C 1.580364 -3.537562 -3.917553 0.350 1.802 -2.497 -0.25
C 1.597314 -4.903416 -3.389161 0.058 -0.840 1.020 -0.47
C 2.595488 -5.842343 -4.060677 -1.426 -0.501 -0.082 -0.05
N 0.223101 -5.423905 -3.355286 1.279 -0.569 0.789 0.07
H 0.375773 -1.540490 -4.825681 -0.600 -0.497 -1.338 0.07
H 1.443313 -0.852158 -3.677581 -1.468 -0.669 0.223 0.12
H -0.352860 -1.000737 -3.327999 -0.474 0.247 0.386 0.07
H 1.191106 -3.530492 -4.980357 0.442 -0.191 0.639 0.14
H 2.581815 -3.044663 -3.960191 -0.305 -0.354 0.167 0.14
H 2.003005 -4.762095 -2.383881 -0.521 -0.367 0.486 0.11
H 2.494939 -6.851510 -3.618260 -0.008 0.469 -0.231 0.09
H 3.594656 -5.507556 -3.872645 0.649 0.257 -0.199 0.06
H 2.364098 -5.910833 -5.132394 0.369 -0.040 0.107 0.08
H -0.395694 -4.669606 -3.125805 -0.446 0.156 -0.192 0.03
H -0.000539 -5.876157 -4.220417 -0.333 0.023 -0.406 0.07
C -5.800601 -0.196682 -1.246823 -1.014 2.130 0.611 -0.15
O -5.320050 -1.419754 -0.890730 0.861 -1.373 0.190 -0.17
C -4.541544 -1.971945 -1.924986 0.065 0.351 0.133 -0.23
C -4.006048 -3.302102 -1.533568 -0.460 -1.773 -0.963 -0.42
C -3.158808 -3.735154 -2.755802 -0.211 0.033 0.977 -0.05
N -5.135598 -4.241620 -1.309486 1.214 -0.368 -2.681 0.07
H -5.006363 0.500133 -1.492570 0.463 0.257 0.181 0.06
H -6.349719 0.198830 -0.353320 0.222 -0.188 -0.945 0.10
H -6.428515 -0.182904 -2.148585 -0.384 -0.422 0.174 0.09
H -5.219461 -2.143774 -2.783694 0.480 0.289 -0.065 0.14
H -3.639694 -1.346066 -2.184580 -1.076 -0.008 0.121 0.14
H -3.415876 -3.283634 -0.648363 0.853 0.536 0.784 0.12
H -2.363691 -2.998707 -2.889574 0.019 -0.031 -0.135 0.06
H -3.847931 -3.688440 -3.603413 0.408 -0.466 -0.164 0.08
H -2.670807 -4.708781 -2.600609 -0.446 0.135 -0.282 0.07
H -4.867258 -5.175027 -1.077429 1.052 -0.912 -0.736 0.06
H -5.565537 -4.071034 -0.481643 -1.992 1.829 2.908 0.02
C 0.103913 1.045912 5.538449 0.296 -0.789 -0.948 -0.11
O -1.217586 1.155891 5.040025 0.409 0.750 0.739 -0.19
C -1.785182 2.353947 5.574468 -0.218 0.077 -0.777 -0.22
C -3.286904 2.419910 5.317130 0.825 -0.182 -0.179 -0.45
C -3.684160 3.864841 5.587794 -1.752 -1.021 0.732 -0.06
N -3.978734 1.474561 6.192220 -0.233 0.063 -0.792 0.06
H 0.104750 0.785021 6.570257 -0.084 -0.291 1.062 0.08
H 0.776359 1.892804 5.428949 -0.460 0.774 -0.252 0.09
H 0.604453 0.266862 4.980058 -0.038 -0.489 -0.102 0.08
H -1.611000 2.434318 6.670711 0.070 -0.081 -0.453 0.13
H -1.323657 3.201708 5.055269 0.255 0.053 0.182 0.12
H -3.468767 2.107852 4.254791 0.103 0.574 0.854 0.13
H -3.340019 4.209614 6.581902 -0.008 -0.177 -0.432 0.09
H -4.805290 3.876645 5.610471 0.912 0.402 -0.167 0.09
H -3.285429 4.484985 4.817610 0.097 0.666 -0.474 0.05
H -3.749665 1.725212 7.133825 -0.024 0.118 0.779 0.06
H -3.493957 0.604998 6.024306 -0.191 -0.510 0.171 0.04
C -6.916589 0.326177 3.638174 0.692 0.106 -0.999 -0.09
O -6.135126 -0.878070 3.567770 -0.551 0.080 0.532 -0.17
C -4.803015 -0.668824 3.180313 0.785 0.656 0.878 -0.21
C -3.828204 -1.830493 3.445940 -2.057 0.223 1.080 -0.43
C -3.880880 -2.258034 4.916531 0.367 0.314 -0.503 -0.02
N -2.566351 -1.302442 3.093736 3.269 -0.023 0.369 0.03
H -6.701992 0.907099 4.532576 0.345 0.028 0.147 0.07
H -7.987341 0.112387 3.646397 0.231 -0.446 -0.105 0.08
H -6.690167 0.944807 2.735025 -0.247 -0.241 0.599 0.09
H -4.739925 -0.502779 2.126242 -0.112 0.481 -0.992 0.11
H -4.314012 0.218986 3.699207 -0.839 -0.710 -0.405 0.12
H -4.012064 -2.637379 2.751469 -0.441 -0.474 -0.065 0.14
H -3.252471 -3.120234 5.065284 0.197 -0.488 0.152 0.07
H -4.875322 -2.436897 5.302845 -0.219 -0.015 -0.049 0.08
H -3.409197 -1.437656 5.465981 -0.215 -0.050 0.247 0.06
H -2.149679 -0.766041 3.898778 -0.591 -0.363 -1.071 0.11
H -1.893123 -2.093282 2.948200 -0.668 0.816 0.161 0.09
C -0.337238 3.979572 1.379399 -0.489 0.043 -0.738 -0.07
C -1.795527 4.001608 1.748668 -1.370 0.594 0.697 -0.31
O -2.313822 2.736467 2.165439 0.230 0.975 -0.458 -0.08
H 0.018346 4.965396 1.094917 0.076 0.243 0.217 0.08
H -0.166152 3.358889 0.489182 -0.087 -0.110 0.236 0.05
H 0.212169 3.587204 2.201896 0.768 -0.282 0.590 0.07
H -2.391234 4.502398 0.958922 0.078 -0.689 -0.137 0.10
H -2.048921 4.632362 2.615062 0.729 0.154 -0.081 0.10
H -1.896418 2.051841 1.635632 -0.109 -0.768 -0.120 0.02
C 0.089362 0.385666 -0.403743 -0.554 1.121 0.312 -0.06
C -0.370055 -0.023311 0.987035 1.111 -0.174 0.427 -0.33
O -1.722391 0.295729 1.117054 -0.794 0.549 -0.349 -0.14
H -0.369466 -0.249492 -1.148189 0.034 -0.218 -0.258 0.06
H 1.174899 0.397686 -0.492137 0.043 -0.086 -0.102 0.06
H -0.304014 1.416959 -0.589754 0.516 -0.680 0.007 0.06
H 0.313484 0.477495 1.760247 -1.063 -0.479 -0.655 0.13
H -0.246253 -1.105864 1.085845 0.168 0.073 0.277 0.08
H -2.256636 -0.309794 1.728165 0.880 0.223 0.065 0.06
C 0.069795 -3.976010 0.652800 1.421 -0.414 0.636 -0.06
C 0.196558 -4.335375 2.107046 -1.930 -1.061 0.751 -0.25
O -1.052497 -3.970397 2.810026 1.945 0.991 0.369 -0.11
H 0.027754 -2.917419 0.495315 -0.632 0.540 -0.020 0.05
H -0.803464 -4.532626 0.378027 -0.400 0.028 -1.191 0.07
H 0.985764 -4.258087 0.115116 -0.440 -0.485 -0.118 0.07
H 0.988491 -3.868737 2.647174 0.511 0.409 0.354 0.09
H 0.241794 -5.439249 2.249135 0.542 0.634 -0.294 0.12
H -1.751609 -4.453107 2.414863 -1.026 -0.801 -0.620 0.05
C -4.310629 3.672285 -1.329043 0.153 0.034 -0.235 -0.09
C -2.935043 3.126172 -1.668672 0.255 -0.729 0.221 -0.30
O -2.830965 1.692873 -1.479349 0.120 0.437 -0.107 -0.11
H -4.309373 4.730828 -1.604349 -0.283 -0.064 -0.237 0.08
H -4.590265 3.643829 -0.290580 0.073 -0.314 0.579 0.06
H -5.053235 3.096615 -1.910221 0.228 0.462 0.206 0.08
H -2.076197 3.629225 -1.194603 -0.452 0.013 0.218 0.09
H -2.833373 3.357485 -2.733796 0.305 -0.577 -0.080 0.10
H -2.498387 1.412763 -0.597846 -0.365 0.570 -0.474 0.05
```
Forces are in eV/Å.

Values from the calculation:
molecular weight: 855.34 g/mol
ΔE to the lowest compared entry with this formula, charge and spin: 0.000 eV
energy: -2744.5163 hartree
LUMO energy: 0.5 eV